The following is a DFT calculation (ωB97M-V with the def2-TZVPD basis set) of C48H55Cl4F3N8NiO3 as an isolated structure at a distorted geometry.

Last column: Mulliken spin population.
Element x y z (Å)
1 Ni 1.723 -0.762 2.867  1.768
2 C 4.561 -0.540 3.703  -0.005
3 O 3.952 0.199 2.637  0.013
4 O 3.398 -1.281 4.165  0.054
5 C 5.841 -1.236 3.092  0.004
6 F 6.797 -0.380 2.741  0.000
7 F 6.229 -2.079 4.036  0.000
8 F 5.591 -2.037 2.049  0.000
9 C 4.531 1.439 2.331  0.002
10 C 3.751 2.055 1.129  -0.003
11 H 4.215 3.008 0.873  0.000
12 H 3.905 1.430 0.249  0.000
13 H 2.691 2.218 1.321  0.000
14 H 5.538 1.296 1.940  0.000
15 H 4.604 2.139 3.163  0.000
16 H 4.831 0.179 4.477  -0.001
17 C -0.645 1.322 -0.135  0.002
18 C 0.496 0.340 -0.205  0.001
19 O 0.922 -0.012 1.066  0.038
20 H -0.250 2.330 -0.009  0.000
21 H -1.270 1.080 0.724  -0.001
22 H -1.337 1.230 -0.972  0.001
23 H 1.303 0.873 -0.707  0.004
24 H 0.210 -0.438 -0.913  0.000
25 N 0.000 -1.458 3.948  0.043
26 C -1.291 -1.271 3.470  -0.010
27 C -2.398 -1.922 3.910  0.003
28 C -2.272 -2.851 4.992  -0.002
29 C -1.025 -3.061 5.570  0.004
30 C 0.098 -2.374 4.977  -0.003
31 H -1.419 -0.681 2.574  0.004
32 H -3.353 -1.943 3.408  0.000
33 H -3.174 -3.300 5.381  0.000
34 H -0.962 -3.703 6.436  0.000
35 H 1.112 -2.523 5.318  0.001
36 N -3.851 5.218 0.992  0.000
37 C -2.607 4.853 0.756  0.001
38 C -1.779 4.233 1.716  0.000
39 C -2.339 3.980 2.943  0.000
40 C -3.652 4.420 3.208  0.000
41 C -4.335 5.090 2.215  0.000
42 H -2.304 5.191 -0.224  0.000
43 H -0.737 4.043 1.508  0.000
44 H -1.781 3.456 3.705  0.000
45 H -4.146 4.296 4.160  0.000
46 H -5.374 5.383 2.233  0.000
47 N 1.929 -2.698 1.840  0.044
48 C 2.648 -2.645 0.691  -0.002
49 C 2.954 -3.775 -0.044  0.006
50 C 2.411 -4.984 0.254  -0.005
51 C 1.678 -5.086 1.496  0.005
52 C 1.502 -3.956 2.294  -0.001
53 H 3.007 -1.673 0.385  0.001
54 H 3.461 -3.657 -0.991  0.001
55 H 2.412 -5.890 -0.334  0.000
56 H 1.394 -6.070 1.837  0.000
57 H 1.015 -3.992 3.257  -0.001
58 N 1.436 1.132 3.946  0.036
59 C 1.938 1.377 5.214  0.000
60 C 2.050 2.592 5.830  0.002
61 C 1.641 3.712 5.238  -0.002
62 C 1.014 3.581 3.996  0.003
63 C 1.046 2.339 3.326  -0.007
64 H 2.386 0.554 5.752  0.002
65 H 2.529 2.709 6.790  0.000
66 H 1.850 4.665 5.700  0.000
67 H 0.517 4.427 3.545  0.000
68 H 0.618 2.273 2.337  0.002
69 N -2.250 0.087 -4.647  0.000
70 C -0.902 -0.039 -4.387  -0.001
71 C 0.026 -0.527 -5.310  0.000
72 C -0.436 -0.728 -6.577  0.000
73 C -1.784 -0.564 -6.899  0.000
74 C -2.640 -0.053 -5.892  0.000
75 H -0.617 0.062 -3.350  0.000
76 H 1.072 -0.612 -5.056  0.000
77 H 0.218 -1.060 -7.370  0.000
78 H -2.136 -0.757 -7.901  0.000
79 H -3.693 0.013 -6.125  0.000
80 N -4.927 3.913 -3.096  0.000
81 C -3.690 3.366 -2.881  0.000
82 C -2.521 3.845 -3.468  0.000
83 C -2.703 4.668 -4.617  0.000
84 C -3.944 5.201 -4.846  0.000
85 C -5.042 4.861 -4.033  0.000
86 H -3.610 2.624 -2.101  0.000
87 H -1.547 3.404 -3.311  0.000
88 H -1.853 4.933 -5.228  0.000
89 H -4.073 5.930 -5.633  0.000
90 H -5.983 5.332 -4.274  0.000
91 N 2.837 -2.092 -3.223  0.000
92 C 1.581 -2.521 -3.003  0.000
93 C 1.159 -3.869 -3.118  0.000
94 C 2.047 -4.809 -3.647  0.000
95 C 3.356 -4.374 -3.786  0.000
96 C 3.718 -3.037 -3.605  0.000
97 H 0.824 -1.780 -2.789  0.000
98 H 0.124 -4.123 -2.941  0.000
99 H 1.777 -5.820 -3.910  0.000
100 H 4.099 -5.050 -4.185  0.000
101 H 4.707 -2.658 -3.816  0.000
102 N -1.943 -4.288 -0.755  0.000
103 C -2.079 -2.956 -0.794  0.001
104 C -2.735 -2.268 -1.839  0.000
105 C -3.283 -2.949 -2.938  0.000
106 C -3.182 -4.338 -2.901  0.000
107 C -2.504 -4.958 -1.798  0.000
108 H -1.638 -2.391 0.014  0.000
109 H -2.621 -1.195 -1.792  0.000
110 H -3.733 -2.401 -3.752  0.000
111 H -3.498 -4.937 -3.742  0.000
112 H -2.539 -6.037 -1.763  0.000
113 C -3.986 0.906 1.921  0.000
114 Cl -3.709 -0.476 0.845  0.000
115 Cl -4.999 0.358 3.295  0.000
116 H -3.040 1.228 2.356  0.000
117 H -4.438 1.699 1.325  0.000
118 C 2.299 1.669 -3.475  0.001
119 Cl 1.071 2.975 -3.521  0.000
120 Cl 3.448 1.726 -4.813  0.000
121 H 2.787 1.720 -2.502  0.000
122 H 1.693 0.765 -3.525  0.000

Computed properties:
Total energy ... -6174.37813 Eh
Frontier orbital gap (alpha / beta) ... 7.8 / 7.8 eV
Net charge ... 0
HOMO (alpha / beta) ... -7.690 / -7.644 eV
ΔE to the lowest compared entry with this formula, charge and spin ... 283.3 kJ/mol
Multiplicity ... 3
LUMO (alpha / beta) ... 0.15 / 0.16 eV
⟨S²⟩ ... 2.004